DFT (ωB97M-V/def2-TZVPD) results for C22H36N4O3 in the gas phase.

Geometry (Å):
C 2.597 1.421 -0.464
O 1.327 1.338 -1.064
C 0.966 2.535 -1.725
C -0.426 2.389 -2.303
C -1.505 2.234 -1.236
C -2.901 2.046 -1.830
C -3.098 0.826 -2.719
O -3.754 0.893 -3.747
N -2.519 -0.320 -2.282
C -2.536 -1.552 -3.060
C -1.131 -1.876 -3.567
C -0.162 -2.001 -2.398
C -0.649 -2.980 -1.316
N 0.160 -2.804 -0.098
C 0.527 -4.020 0.612
C 0.158 -1.577 0.500
O -0.638 -0.695 0.184
C 1.221 -1.280 1.473
C 2.474 -1.812 1.659
N 3.207 -1.047 2.510
C 2.412 -0.048 2.849
N 1.202 -0.134 2.253
C 0.147 0.876 2.360
C 0.397 1.765 3.567
C 1.838 2.263 3.614
C 2.053 3.284 4.721
C 2.760 1.057 3.789
C -2.156 -2.936 -0.993
C -3.036 -2.729 -2.224
H 2.798 0.469 0.027
H 3.380 1.613 -1.207
H 2.631 2.225 0.284
H 0.998 3.374 -1.012
H 1.692 2.754 -2.520
H -0.635 3.271 -2.917
H -0.438 1.527 -2.978
H -1.239 1.409 -0.574
H -1.521 3.135 -0.614
H -3.645 1.987 -1.031
H -3.171 2.902 -2.450
H -1.952 -0.293 -1.445
H -3.206 -1.370 -3.897
H -1.174 -2.807 -4.142
H -0.788 -1.093 -4.247
H 0.814 -2.348 -2.747
H 0.005 -1.015 -1.968
H -0.417 -3.987 -1.675
H 0.789 -3.797 1.641
H -0.324 -4.706 0.619
H 1.369 -4.526 0.134
H 2.889 -2.694 1.200
H 0.139 1.456 1.434
H -0.813 0.372 2.428
H -0.300 2.605 3.522
H 0.181 1.216 4.490
H 2.064 2.733 2.649
H 1.801 2.853 5.693
H 3.093 3.612 4.760
H 1.426 4.165 4.572
H 2.678 0.688 4.817
H 3.807 1.322 3.635
H -2.434 -3.861 -0.481
H -2.339 -2.124 -0.292
H -4.068 -2.560 -1.913
H -3.031 -3.621 -2.859

energy relative to the best compared isomer or geometry (same formula, charge and spin): 4.9 kJ/mol
2S+1: 1
total charge: 0
SMILES: COCCCCC(=O)N[C@H]1CC[C@@H](N(C)C(=O)c2cnc3n2CC[C@@H](C)C3)CC1
calculated total energy: -1304.7210 Ha
highest occupied orbital energy: -8.76 eV

Atomic partial charges in e from the natural (NBO) method, atoms 1 to 4: -0.25, -0.55, -0.05, -0.42